(1)
Below is C4H4S in the gas phase, with properties calculated with ωB97M-V/def2-TZVPD.

```
9
Properties=species:S:1:pos:R:3:forces:R:3
H 0.95678 -1.24541 -1.47334 -0.825 1.002 1.381
C 0.61553 0.12753 0.32543 0.763 -0.375 1.151
C -0.67217 0.25994 -0.74609 0.782 0.982 -0.573
S 1.74608 1.19034 -0.27652 -0.520 0.613 -0.468
H -0.16665 -1.88328 -0.25404 -0.544 0.298 0.451
H -1.42550 0.00243 1.21272 0.242 0.233 0.441
H -0.66549 1.82637 1.01541 -0.365 -2.599 -0.300
C 0.28660 -0.95383 -0.59567 -0.149 -1.003 -0.871
C -0.67517 0.67591 0.79211 0.615 0.849 -1.212
```
Forces are in eV/Å.

Output
molecular weight = 84.14 g/mol
ΔE to the lowest compared entry with this formula, charge and spin = 118.4 kcal per mole
HOMO energy = -8.9 eV



(2)
Below is 2 unconnected molecules or ions with the total composition C4H4S, with properties calculated with ωB97M-V/def2-TZVPD.

```
9
Properties=species:S:1:pos:R:3:forces:R:3
H 4.29981 1.23175 -1.45073 -1.515 -1.442 1.030
H -1.02592 -1.46346 0.02373 -1.277 -3.402 -0.465
S 4.89842 -0.23116 0.37133 -0.668 -0.051 -0.274
C 3.97537 0.43856 -0.67406 -0.834 0.834 -0.478
H -0.83447 -0.47467 1.53159 -1.173 0.075 -1.825
C -0.93117 -0.52460 0.38446 2.126 2.745 1.197
H -1.59199 0.12813 -0.21944 -0.040 -0.105 1.198
C 0.44548 -0.26462 -0.07764 0.095 0.726 -0.115
C 1.52704 -0.00879 -0.54854 3.288 0.621 -0.267
```
Forces are in eV/Å.

Output
molecular weight = 84.14 g/mol
ΔE to the lowest compared entry with this formula, charge and spin = 160.6 kcal per mole
HOMO energy (alpha / beta) = -8.9 / -9.0 eV



(3)
Below is a molecular structure, C4H4S, with properties calculated with ωB97M-V/def2-TZVPD.

```
9
Properties=species:S:1:pos:R:3:forces:R:3
H -1.15498 -1.75047 -0.92239 0.663 0.696 1.766
H 0.76701 1.85520 -0.74608 -0.058 2.180 -2.817
C -0.80934 -1.16405 0.01193 0.049 0.845 -4.413
C 0.54638 -0.70273 -0.04980 -2.211 -1.873 -0.164
C 1.60542 -0.10233 -0.14710 2.202 2.684 0.305
C 0.92540 1.21463 0.00722 -1.709 -2.727 4.971
S -1.41239 0.57999 -0.15199 0.535 0.321 0.151
H 0.62821 1.59384 1.08513 1.382 -0.629 -2.373
H -1.09572 -1.52407 0.91308 -0.852 -1.497 2.574
```
Forces are in eV/Å.

Output
molecular weight = 84.14 g/mol
ΔE to the lowest compared entry with this formula, charge and spin = 127.2 kcal per mole
HOMO energy = -8.8 eV



(4)
Below is C4H4S3 in the gas phase, with properties calculated with ωB97M-V/def2-TZVPD.

```
11
Properties=species:S:1:pos:R:3:forces:R:3
S -0.33659 -0.06995 -2.50813 0.231 -0.597 0.469
H -1.36276 1.64499 -0.75465 -0.847 -0.032 -0.948
C 0.68010 -0.00436 1.32908 0.250 -0.554 1.645
H -1.04949 2.18340 0.96049 0.504 -1.928 -0.877
S 1.25539 1.09009 2.35200 0.257 0.384 0.182
C -0.13861 0.30323 0.17194 0.416 -0.327 0.550
S 0.50144 -2.21077 -0.54063 -0.106 -0.054 -0.919
H 0.49302 -2.66508 -1.82225 -0.004 0.117 0.465
C -0.02125 -0.59544 -0.98536 -0.283 0.151 -0.983
C -0.92078 1.36777 0.16086 -0.166 2.446 1.115
H 0.89953 -1.04388 1.63665 -0.252 0.394 -0.700
```
Forces are in eV/Å.

Output
molecular weight = 148.28 g/mol
ΔE to the lowest compared entry with this formula, charge and spin = 30.9 kcal per mole
SMILES string = C=C(C=S)C(=S)S
HOMO energy = -8.9 eV



(5)
Below is C4H4S3 in the gas phase, with properties calculated with ωB97M-V/def2-TZVPD.

```
11
Properties=species:S:1:pos:R:3:forces:R:3
H 0.08519 -0.26585 2.08825 0.158 -0.258 0.463
S 0.89590 -1.51840 0.16869 0.435 0.379 -0.044
H -1.95331 -1.09945 1.37117 -0.092 0.316 -0.433
C 1.54917 0.91337 -0.77148 0.700 -0.572 -0.656
H 2.13996 1.63644 -1.38092 -0.796 -0.594 0.568
S -2.24428 0.09261 -0.69708 0.678 -0.306 1.334
H 2.23124 -0.77813 -1.74071 1.266 -1.131 -1.645
C -0.03084 -0.19902 1.02317 -0.389 1.177 -0.718
C 1.66554 -0.41509 -0.96770 -1.327 2.110 1.835
S 0.54908 1.50016 0.53136 0.308 -0.763 0.052
C -1.46958 -0.41308 0.65179 -0.942 -0.359 -0.755
```
Forces are in eV/Å.

Output
molecular weight = 148.28 g/mol
ΔE to the lowest compared entry with this formula, charge and spin = 21.4 kcal per mole
SMILES string = S=CC1SC=CS1
HOMO energy = -8.0 eV



(6)
Below is 23 unconnected molecules or ions with the total composition C4H53IO25P, with properties calculated with ωB97M-V/def2-TZVPD.

```
84
Properties=species:S:1:pos:R:3:forces:R:3
H -1.45586 -2.71320 4.81985 -0.177 -0.119 -0.129
H -2.68356 -1.12263 -1.13130 0.307 0.006 -0.039
H -4.66003 -6.76822 -1.18347 0.036 0.202 0.171
H 4.09658 5.00560 0.20156 -0.065 -0.103 -0.053
H -2.42002 3.55291 -2.20539 0.155 0.010 0.103
O 2.57783 5.76574 -6.16275 0.181 0.281 0.170
H -2.90577 -5.87525 0.68546 0.132 -0.049 0.083
O -4.11670 -7.19843 2.48101 -0.193 -0.015 0.188
O -3.29655 -5.12919 -1.95836 -0.184 0.218 -0.371
O 1.28565 6.23629 1.49151 -0.094 0.438 0.261
P 1.56365 1.50768 -1.26844 -0.058 2.169 0.143
C 1.84410 -0.32328 1.83940 4.666 1.306 -0.423
H -1.94669 -3.63019 -3.52765 0.037 0.108 0.107
O 3.29526 4.48453 0.06614 0.166 0.403 0.204
O -3.89328 2.33159 -0.89967 -0.210 -0.188 0.198
O -1.96539 -5.98022 0.49504 -0.052 -0.462 -0.047
H 3.21225 6.58213 2.30288 0.258 -0.168 -0.205
H 1.09041 -2.30697 1.14935 1.066 0.872 -0.594
H -0.45193 -8.56446 0.60833 -0.126 0.093 -0.112
H 7.16816 6.78688 0.99075 -0.008 0.084 0.107
C 1.94710 -1.60389 0.88707 0.440 0.341 0.812
H -2.54865 -8.71412 -2.57459 0.081 0.175 0.126
O -2.27573 -2.97463 5.25972 0.107 0.162 0.174
O -3.13754 -8.00164 -2.29623 -0.224 -0.258 -0.072
H -2.52093 -2.19599 5.77683 0.046 -0.008 -0.123
H -3.44801 1.69453 -0.32610 0.176 0.131 -0.152
O -1.04739 -9.01339 -0.00530 0.089 -0.222 0.136
H 1.45393 7.14075 1.78711 -0.135 -0.027 -0.121
O 4.05906 2.39915 3.89966 -0.165 0.132 0.134
H 6.19405 7.51894 1.90053 0.005 -0.042 -0.157
C 1.96291 -1.11110 -0.64268 0.127 1.420 -0.911
H 3.58757 1.75157 3.35394 0.072 0.027 -0.109
H -0.23441 -1.20800 -0.20508 0.823 -0.506 -1.735
H 2.67825 2.43728 -1.33705 -0.076 -0.308 0.282
H 2.93747 -2.11742 1.13991 -1.246 0.912 -0.133
H 0.28997 -1.58054 -2.05467 -0.418 0.751 1.307
O 0.24570 6.04850 -4.15872 0.109 -0.063 -0.064
H 3.21497 5.78707 -2.48496 0.139 -0.272 0.057
O 7.13511 7.44231 1.69782 -0.078 -0.053 -0.023
O -5.51239 -6.39390 -0.92462 -0.058 -0.511 -0.025
O 3.99722 7.14197 2.36358 -0.027 0.017 0.354
H -4.76421 2.43837 -0.49941 0.124 0.062 -0.097
I -0.14226 0.15889 2.62578 0.119 -0.077 -0.211
H -1.25487 -9.84530 0.43667 0.014 0.122 -0.068
H -2.70108 -2.60591 -1.47014 0.167 0.010 0.002
H -1.29465 -3.53406 0.93586 0.039 0.063 0.054
H 0.84748 5.34319 -4.42941 -0.199 -0.058 0.065
O 3.94200 5.72191 -3.11808 -0.193 0.314 -0.152
H 3.61911 3.23302 3.70087 0.085 -0.160 -0.079
H 3.38764 6.03952 -6.61019 -0.078 -0.126 0.065
H 2.59601 -1.78852 -1.32540 -1.271 0.185 1.371
H 1.75861 1.41681 -2.69895 -0.297 -0.920 -0.128
H -0.60026 -3.21274 -4.10004 -0.054 0.183 0.085
H -1.30098 3.94788 -1.25167 0.205 -0.192 -0.196
O -1.45583 -2.85618 -3.83251 -0.055 -0.386 -0.232
O 2.81276 0.40002 2.12560 -4.162 -3.021 -0.739
H -4.23923 -5.02330 -1.76784 0.153 0.240 -0.087
O -2.22840 -1.95197 -0.94005 -0.845 -0.295 0.129
C 0.41847 -0.95735 -1.10949 0.836 1.254 0.821
H -3.85221 -8.45740 -1.83489 0.179 -0.112 -0.094
O 0.14502 0.45245 -1.30499 0.779 -2.129 0.187
H 0.16326 4.28052 2.38838 0.011 -0.033 -0.192
O -0.89211 -3.83843 1.76002 0.139 0.107 0.211
H 0.54068 6.32482 0.88215 0.086 -0.315 -0.040
H 1.49527 1.82727 0.14030 -0.361 -0.612 0.452
H -1.12942 0.27671 6.27954 -0.071 0.068 -0.122
H -0.62488 2.98378 2.24904 0.163 0.042 -0.301
H -4.52654 -6.45359 2.93884 0.082 -0.041 -0.092
H 3.50349 5.55973 -3.96318 0.094 -0.166 0.086
O -1.63019 4.10611 -2.14621 -0.284 0.325 -0.026
H 2.32335 6.54102 -5.64357 -0.156 -0.043 -0.126
H -3.27418 -5.77039 -2.68075 0.062 -0.012 0.116
H -0.97639 -4.80017 1.70920 -0.040 0.242 -0.191
H -1.65997 0.09541 4.86455 0.025 0.076 0.116
H -0.45248 5.58574 -3.67380 0.077 -0.092 0.119
H -3.67013 -7.68685 3.18263 0.038 0.112 -0.141
O -0.43174 3.81320 1.78926 -0.183 0.129 0.382
H 2.63881 4.90920 0.63458 -0.039 -0.110 -0.173
O 2.62629 0.16066 -0.83272 -1.032 -1.897 0.134
H -6.03307 -7.15984 -0.65396 -0.082 0.250 0.078
O -1.94324 0.31791 5.76256 0.014 -0.227 0.114
H -1.94373 -6.62019 -0.22814 -0.019 0.124 0.022
H 0.56079 2.55359 -1.39866 0.345 0.219 -0.546
H 4.32666 6.98569 3.25780 -0.035 0.010 -0.098
```
Forces are in eV/Å.

Output
molecular weight = 659.32 g/mol
HOMO energy = -3.3 eV
total charge = -1



(7)
Below is a molecular structure, C4H5AgMgO2, with properties calculated with ωB97M-V/def2-TZVPD.

```
13
Properties=species:S:1:pos:R:3:forces:R:3
O -0.60806 -1.61635 -0.03433 0.284 -0.855 0.370
H 1.38715 -0.54754 2.05504 -0.021 0.031 -0.360
C 1.03915 1.03573 0.02302 -0.385 0.734 -0.184
H 1.99822 1.53418 0.20238 -0.219 -0.385 0.347
O -1.22461 1.78806 -0.09838 -0.602 0.445 0.125
C 1.37889 -0.79291 0.98516 -0.156 -0.467 0.261
Mg -2.96013 2.98737 -0.04281 -0.082 -0.370 -0.181
H 0.04863 2.45272 1.33421 0.013 -0.070 -0.368
C -0.07695 1.80806 0.44581 1.804 -0.807 0.198
C 0.38078 -1.76476 0.66789 -0.271 1.471 -0.648
H 2.37546 -1.08906 0.63282 -0.230 0.298 -0.010
H 0.95601 0.67908 -1.01312 -0.079 -0.082 0.376
Ag -1.93880 -0.08540 -1.13166 -0.056 0.057 0.071
```
Forces are in eV/Å.

Output
molecular weight = 217.25 g/mol
ΔE to the lowest compared entry with this formula, charge and spin = 0.0 kcal per mole
HOMO energy (alpha / beta) = -6.2 / -6.2 eV



(8)
Below is a molecular structure, C4H5AuLiO2, with properties calculated with ωB97M-V/def2-TZVPD.

```
13
Properties=species:S:1:pos:R:3:forces:R:3
C -0.20169 -0.43795 1.46323 1.445 0.295 -0.780
C 0.17857 -0.15746 -1.60922 -1.526 -1.857 -2.678
H 0.18844 1.79919 -0.64079 -0.398 -0.052 -0.145
H 0.83544 -0.71945 1.21241 -0.379 0.000 0.093
C -0.35828 0.84934 -0.64894 0.917 2.155 0.678
O 1.36682 0.04891 -2.09346 -1.197 0.499 0.870
H -1.90853 0.69157 0.85766 0.072 0.052 0.025
Au -0.29809 -1.82262 3.76917 4.873 -11.608 15.317
H -0.12986 -1.20694 -1.44265 0.172 0.571 0.051
Li 2.88555 0.92278 -2.04447 0.722 0.238 -0.369
H -0.97489 0.51462 -1.95163 2.128 -0.943 -0.316
C -0.88839 0.40836 0.58888 -1.170 -0.879 2.051
O -0.69509 -0.89036 2.53980 -5.659 11.530 -14.795
```
Forces are in eV/Å.

Output
molecular weight = 288.99 g/mol
ΔE to the lowest compared entry with this formula, charge and spin = 91.2 kcal per mole
spin multiplicity = 4
HOMO energy (alpha / beta) = -15.3 / -17.9 eV
total charge = +2